Molecular formula: C4H9NO2
Method: DFT, ωB97M-V with the def2-TZVPD basis set

```
! wB97M-V def2-TZVPD RIJCOSX def2/J DEFGRID3
* xyz 0 1
C -2.4990 0.1006 -0.2309
C -1.0275 0.5076 -0.1436
C -0.2165 -0.2701 0.8855
O 1.1696 0.1165 0.8256
C 1.8323 -0.3585 -0.2519
N 3.0990 0.1343 -0.2960
O 1.3642 -1.1323 -1.0657
H -3.0358 0.2260 0.7173
H -3.0125 0.7134 -0.9791
H -2.6018 -0.9466 -0.5357
H -0.5351 0.3209 -1.1026
H -0.9330 1.5786 0.0822
H -0.5151 -0.0396 1.9114
H -0.2745 -1.3518 0.7249
H 3.4993 0.6125 0.4928
H 3.6864 -0.2115 -1.0343
*
```

## Properties
Orbital gap (eV): 11.25
SMILES: CCCOC(N)=O
Relative energy (zero: lowest compared OMol25 entry of this formula, charge and spin) (eV): 0.181
Total energy (hartree): -363.07889
Molecular weight (g mol⁻¹): 103.121


Molecular formula: C4H10N2O2
Method: DFT, ωB97M-V with the def2-TZVPD basis set

```
! wB97M-V def2-TZVPD RIJCOSX def2/J DEFGRID3
* xyz 0 1
C 0.3330 1.0079 -0.3542
C 1.3906 1.5083 -1.2850
C 0.0648 1.8044 0.8737
N -0.5374 0.1255 -0.7416
C -0.8285 -1.0371 0.4663
N -0.8703 -3.3796 0.2729
O -0.7394 -2.1590 -0.4269
O -1.7939 -0.8307 1.1767
H -0.3854 -0.3496 -1.6247
H 0.2461 -0.9164 0.9285
H -1.7548 -3.3266 0.7867
H -0.1166 -3.4223 0.9680
H 1.4012 0.9668 -2.2291
H 2.3728 1.4042 -0.8228
H 1.2211 2.5613 -1.5125
H -0.2512 2.8100 0.5877
H -0.7231 1.3404 1.4634
H 0.9711 1.8924 1.4729
*
```

## Properties
Orbital gap (eV): 8.43
Relative energy (zero: lowest compared OMol25 entry of this formula, charge and spin) (eV): 4.959
Total energy (hartree): -418.27874
Molecular weight (g mol⁻¹): 118.136